{"formula": "C11H15N", "method": "the ωB97M-V functional and the def2-TZVPD basis", "species": ["N", "C", "C", "C", "C", "C", "C", "C", "C", "C", "C", "C", "H", "H", "H", "H", "H", "H", "H", "H", "H", "H", "H", "H", "H", "H", "H"], "coordinates": [[0.909904, 1.896436, -0.375779], [-0.918037, 0.915706, 0.529349], [1.518177, -1.560203, 1.834161], [-0.447803, 1.968807, -0.328688], [1.325699, 0.770140, 0.277000], [2.532151, 0.042303, 0.255184], [0.330795, -0.917906, 1.798909], [0.230124, 0.230599, 0.984881], [-2.017808, -1.915394, -2.443028], [-2.032549, -0.402858, -2.787588], [2.561162, -1.151726, 0.928265], [-2.303483, 0.579191, 0.918069], [-0.943239, 2.783643, -0.831297], [1.784934, -2.496442, 2.303353], [1.523912, 2.383329, -1.023424], [-2.477802, -0.491824, 1.011826], [-3.028334, 1.107196, 0.308840], [-2.969213, -2.421773, -2.423789], [-1.357357, -0.184451, -3.629933], [-1.389792, -2.371434, -3.206542], [-2.431050, 0.869144, 1.974063], [-1.384074, -2.039048, -1.559478], [-3.022322, -0.071537, -3.075482], [-0.571996, -1.273939, 2.279549], [3.412537, -1.811156, 0.839864], [3.349513, 0.508352, -0.281043], [-1.554547, 0.247355, -2.059949]], "forces_ev_per_a": [[-0.842, 0.529, -1.232], [0.236, -0.297, 0.541], [1.906, -0.667, -1.679], [1.462, 0.069, 0.346], [1.038, -2.356, 1.703], [-0.967, 2.230, -0.775], [-0.745, 0.153, 0.002], [-0.656, 0.495, -0.972], [1.863, 0.982, -0.397], [0.467, -0.273, -0.841], [-0.391, -0.251, 1.373], [0.102, 0.500, 0.753], [-0.305, -0.151, -0.009], [-0.772, 0.043, 0.519], [-0.463, 0.183, 0.175], [0.000, -0.084, -0.715], [-0.237, -0.263, 0.010], [-0.207, 0.070, 0.345], [-0.458, -0.372, -0.180], [-0.323, -0.405, -0.184], [-0.069, 0.416, -0.226], [-0.663, -0.361, 0.346], [-0.088, 0.381, 0.176], [0.209, -0.082, 0.271], [0.179, 0.152, 0.030], [0.294, -0.630, -0.129], [-0.567, -0.010, 0.752]], "nbo_charge": [-0.4784, 0.1313, -0.2234, 0.1345, 0.2047, -0.2230, -0.0984, -0.1528, -0.6225, -0.6118, -0.0754, -0.6774, 0.2528, 0.2486, 0.4469, 0.2607, 0.2534, 0.2265, 0.2115, 0.2186, 0.2680, 0.1945, 0.2219, 0.2377, 0.2406, 0.2414, 0.1695], "orbital_gap_ev": [9.350, 6.402], "e_above_lowest_ev": 0.754, "charge": 1, "multiplicity": 2, "s_squared": 0.773}